1.
ORCA calculation (ωB97M-V with the def2-TZVPD basis set) on a molecular structure, CrN5O15.

```
21
Properties=species:S:1:pos:R:3:forces:R:3:lowdin_charge:R:1
N -11.9697 -12.3906 1.0094 -4.647 0.493 3.088 -0.626
O -16.3126 -14.3972 0.3010 1.074 -2.162 -0.792 -0.111
Cr -14.2246 -14.5562 -0.0925 -0.157 0.253 -1.055 0.904
O -14.7410 -10.8599 -2.2376 0.436 2.379 -2.760 -0.063
O -13.1740 -16.3486 0.4858 1.913 -2.928 -4.790 -0.059
O -12.8318 -16.9287 2.4750 2.943 -4.672 5.385 0.082
O -11.0938 -12.4617 1.8124 6.569 -3.816 1.775 -0.051
O -14.6088 -12.6187 -1.1434 0.580 -2.008 -0.013 -0.100
N -13.5132 -15.4917 -2.5377 3.356 -0.583 1.242 -0.659
N -15.0227 -11.4603 -1.2291 0.164 -1.482 0.879 -0.649
O -12.6824 -14.9381 -1.8535 5.665 1.204 -0.192 -0.037
O -13.9715 -15.2763 1.8835 -3.805 4.687 5.237 -0.039
N -17.4614 -14.0584 0.6119 2.005 0.371 0.561 -0.645
O -15.6819 -10.9913 -0.3363 -1.206 1.455 1.446 -0.015
O -13.2892 -16.2728 -3.4379 0.315 -0.745 -2.157 -0.021
O -18.3270 -14.8977 0.7917 -1.822 -1.351 -0.021 -0.061
O -12.6586 -13.3293 0.5755 2.176 -1.689 -1.106 -0.104
O -17.5946 -12.8847 0.8122 -2.121 2.650 0.598 0.000
O -12.5015 -11.3268 1.0955 -2.958 5.482 -3.001 -0.020
O -14.5666 -15.3015 -2.0570 -9.145 -0.362 0.678 -0.052
N -13.3058 -16.2429 1.6984 -1.334 2.821 -5.001 -0.675
```
Forces are in eV/Å.

Results
Spin multiplicity: 5
Energy relative to the best compared isomer or geometry (same formula, charge and spin) in kJ/mol: 127.0
Total charge: -3
Highest occupied orbital energy (spin up / spin down) in Ha: 0.064 / 0.031
Kohn-Sham gap (spin up / spin down) in eV: 5.97 / 6.84
Expectation value of S²: 6.006
E_tot in eV: -66564.49650


2.
ORCA calculation (ωB97M-V with the def2-TZVPD basis set) on a molecular structure, C46H57CuF3N2O3SSb3.

```
116
Properties=species:S:1:pos:R:3:forces:R:3:lowdin_charge:R:1
H 4.5268 -1.7570 1.1638 -0.007 -0.009 0.018 0.001
C 1.3109 -3.2501 6.0602 0.005 0.013 -0.010 0.013
C 3.5452 2.9239 0.2214 -0.120 0.086 -0.096 -0.298
H -2.0470 3.4435 1.8648 -0.026 0.008 0.001 0.007
C 0.9974 -1.8187 4.1396 0.018 -0.050 -0.027 -0.373
H -6.1918 -3.4682 1.4118 0.010 -0.005 0.000 0.056
H -1.4623 2.4885 3.7709 0.038 0.028 0.022 0.056
C 2.6073 3.4165 4.7846 -0.005 -0.026 0.025 -0.008
H 5.4575 2.4440 1.0489 0.009 -0.015 0.009 0.115
C 3.8192 2.8350 5.0987 -0.003 0.019 0.017 -0.285
H -5.4229 -2.0173 -5.2698 0.007 0.008 -0.008 0.076
H -6.6256 -2.9470 -4.3803 -0.004 -0.010 -0.002 0.073
H -3.2050 -3.5644 -0.8535 0.060 -0.013 0.019 0.158
C 2.4388 3.7843 0.2998 -0.116 -0.017 0.130 -0.278
H -3.6990 -0.9221 6.5527 0.001 -0.008 0.011 0.128
H 4.7733 -0.1696 1.9133 0.005 0.008 0.005 -0.016
H -3.9047 -3.3452 1.1654 0.020 0.001 0.009 0.147
H 5.0319 1.0796 5.1743 0.013 -0.006 0.000 0.128
H 1.6064 5.4986 1.2772 -0.008 0.018 0.002 0.112
C -3.1816 -0.1891 5.9490 -0.002 0.002 -0.027 0.003
C 1.6133 2.6171 4.2459 -0.011 -0.014 0.122 -0.107
N -2.9291 -2.5958 -0.9331 -0.153 -0.006 -0.016 0.043
S -2.8256 -0.1092 0.0493 -0.027 -0.138 -0.012 0.714
C -1.3774 0.4522 4.4680 -0.038 -0.116 0.063 -0.354
H 4.0943 -0.8994 -2.1725 0.000 -0.009 -0.007 0.012
C 2.0934 -3.9574 3.8795 0.012 0.000 0.017 0.015
H 3.2345 -0.3614 4.2620 -0.001 -0.007 -0.006 0.097
C 2.4462 4.8135 1.2419 0.029 0.016 0.022 -0.055
C 4.0677 1.4909 4.9096 -0.007 -0.007 -0.005 0.008
H 5.4368 4.2609 2.7115 0.004 -0.007 0.015 0.111
C -2.4864 -2.1597 -2.2582 0.069 0.015 0.000 -0.200
H -1.9822 -3.0195 -2.7036 0.001 0.008 0.011 0.128
H -4.3024 -3.6407 -3.7315 -0.004 -0.015 0.018 0.113
F 2.3192 -5.3415 5.7549 0.013 0.022 -0.001 0.083
C -0.5311 -6.4525 0.5040 0.015 0.033 -0.007 -0.002
C 3.0540 0.6991 4.3907 0.014 0.007 0.010 -0.116
C -5.8243 -2.2166 -4.2753 -0.015 -0.003 -0.013 -0.108
C -3.0589 2.0749 5.1058 -0.007 -0.020 -0.007 0.010
Sb 2.8060 -0.0052 0.0342 0.071 -0.261 0.146 1.344
H -0.0099 -7.8621 -1.0029 -0.007 -0.007 -0.005 0.112
C -1.6875 2.9075 -1.5325 -0.018 -0.083 -0.033 -0.301
C -0.5648 -5.1078 0.8770 -0.026 -0.049 0.009 -0.262
C 4.5937 4.1283 2.0462 -0.012 0.020 -0.026 -0.077
H -1.0335 -3.8384 2.1939 0.030 -0.012 -0.001 0.070
H -2.6856 2.5142 -1.3541 -0.002 0.000 0.020 -0.012
O -1.0901 -4.8101 2.0820 -0.044 0.007 0.016 0.066
H -3.9008 -2.4362 3.2340 -0.001 0.012 0.015 0.134
F -4.7651 1.4218 6.5728 0.001 -0.007 -0.013 0.080
H 0.7187 4.6072 -0.6563 -0.001 0.006 -0.090 0.065
H -3.2040 -1.4187 -4.1153 0.000 0.034 0.002 0.123
C -1.0831 3.7587 1.4710 -0.131 -0.091 0.027 -0.292
H 1.2120 -3.4586 7.1162 -0.003 -0.004 0.012 0.127
H 0.7782 -3.7557 -1.9253 -0.002 0.012 -0.008 0.116
O 0.2242 -1.8121 -0.4893 0.042 -0.255 -0.230 -0.097
C 1.2508 3.6565 -0.6028 0.101 -0.215 -0.022 -0.291
H -1.7180 3.9959 -1.5671 -0.006 -0.004 -0.030 0.018
H -1.1987 4.7164 0.9648 0.008 0.005 -0.007 0.023
C -0.0316 -6.8152 -0.7295 0.003 -0.011 0.003 -0.061
C 3.1108 -1.1246 -1.7614 -0.044 -0.022 0.002 -0.317
C 3.6014 1.8246 -0.7812 0.010 -0.116 -0.001 -0.332
C 4.5999 3.1035 1.1154 0.040 0.078 -0.030 -0.040
C -2.0368 -0.5086 5.2331 -0.014 -0.019 -0.026 -0.127
H -1.6720 -1.5269 5.2721 0.014 -0.006 0.013 0.095
Sb -0.3661 2.3516 0.0388 0.064 -0.163 0.255 1.361
H -6.2641 -1.2897 -3.9033 -0.006 0.007 0.006 0.075
H -0.9045 -7.1893 1.2019 0.000 -0.007 0.009 0.123
H -5.1815 -2.9608 -2.3683 0.011 -0.018 0.003 0.099
H 2.3400 -0.8793 -2.4899 -0.010 -0.001 -0.008 0.005
C -1.9186 1.7332 4.3952 -0.011 0.012 0.041 -0.118
H 2.5829 -4.7067 3.2732 -0.001 -0.013 -0.008 0.129
H 0.8253 -6.1509 -2.5923 0.018 -0.006 0.003 0.106
H 3.5076 5.8179 2.8088 0.002 0.010 0.003 0.109
Sb 0.3198 -0.0174 3.2770 -0.109 0.008 0.009 1.558
H -4.0480 -0.7667 -2.7181 -0.003 0.009 -0.016 0.104
H -6.9854 -2.0735 0.6782 0.002 0.007 -0.010 0.076
H 5.4632 -0.5162 0.3100 0.009 -0.011 -0.001 0.011
H -1.3199 2.5192 -2.4804 -0.001 -0.003 -0.009 0.016
H 1.7770 -2.5837 2.2830 -0.014 0.000 -0.004 0.090
C -3.1898 -1.8042 0.1041 0.002 0.075 0.021 -0.693
H -0.3679 3.8683 2.2831 0.037 0.025 -0.011 -0.016
N -3.7283 -2.3515 1.1867 -0.027 -0.065 -0.018 0.040
H 3.0436 -2.1876 -1.5355 0.002 -0.013 -0.003 -0.001
C -4.7339 -2.7150 -3.3367 0.006 0.015 -0.017 -0.273
C 1.8181 1.2526 4.0639 0.048 0.068 -0.133 -0.352
C -3.6629 1.1034 5.8796 -0.042 0.009 0.005 -0.282
O -0.6501 -2.3354 1.4435 -0.228 0.100 -0.196 -0.165
C 1.9034 -4.1817 5.2294 0.010 -0.029 0.006 -0.269
Cu -0.6458 -0.3684 0.8662 0.238 0.870 0.144 -0.074
H 0.6638 3.0746 4.0030 -0.021 0.005 0.003 0.074
H -7.3463 -1.1337 3.0275 -0.006 -0.007 -0.001 0.109
C 0.4175 -4.5284 -1.2587 0.049 -0.015 0.033 -0.024
H -1.7429 -1.3786 -2.1141 0.015 -0.042 -0.036 0.089
F 4.7947 3.6112 5.5953 -0.001 -0.003 -0.003 0.076
C -0.0777 -4.1352 -0.0098 -0.006 0.009 -0.045 -0.083
C -5.2795 -0.9158 2.5404 0.002 -0.026 0.014 -0.195
C -3.9559 -1.6683 2.4595 0.021 0.044 -0.001 -0.198
C 0.8637 -2.0604 5.5057 0.110 0.042 0.017 -0.114
H -5.1866 -0.1965 3.3584 0.008 0.000 0.011 0.107
C -6.5093 -1.7888 2.7779 0.012 0.001 -0.030 -0.252
C -6.9072 -2.6639 1.5935 -0.008 -0.030 -0.006 -0.105
C -3.6288 -1.6834 -3.1430 -0.023 -0.015 0.025 -0.204
C 1.6339 -2.7664 3.3411 -0.002 -0.013 -0.027 -0.123
C 0.4439 -5.8558 -1.6250 -0.005 0.011 -0.007 -0.076
H 0.4311 -1.3125 6.1587 -0.031 -0.008 -0.002 0.106
C -0.1465 -2.6991 0.3072 -0.108 0.034 0.009 -0.591
H 2.4585 4.4733 4.9556 0.004 0.004 -0.012 0.127
H 2.9965 2.0231 -1.6639 0.103 0.062 -0.073 0.047
C 3.5135 4.9978 2.1031 0.028 -0.011 -0.035 -0.092
H 1.5074 3.3470 -1.6141 0.009 0.059 -0.028 0.057
C 4.6125 -0.6881 0.9690 0.045 0.090 -0.001 -0.320
H 4.6186 1.6044 -1.1029 0.035 0.070 0.008 0.071
H -5.4017 -0.3330 1.6234 -0.003 0.045 0.024 0.100
H -7.8732 -3.1370 1.7672 -0.007 -0.003 0.004 0.075
H -3.1267 -0.9795 2.6171 0.004 -0.032 0.011 0.071
H -3.4826 3.0687 5.0638 0.001 0.014 0.005 0.127
H -6.3402 -2.4175 3.6577 -0.023 0.024 0.027 0.109
```
Forces are in eV/Å.

Results
Spin multiplicity: 2
Energy relative to the best compared isomer or geometry (same formula, charge and spin) in kJ/mol: 0.0
Total charge: +1
Highest occupied orbital energy (spin up / spin down) in Ha: -0.378 / -0.376
Kohn-Sham gap (spin up / spin down) in eV: 8.45 / 5.54
Expectation value of S²: 0.758
E_tot in eV: -140985.31044


3.
ORCA calculation (ωB97M-V with the def2-TZVPD basis set) on a molecular structure, C26H39ClN3O4PdTe.

```
75
Properties=species:S:1:pos:R:3:forces:R:3:lowdin_charge:R:1
C -2.6129 -1.6868 -1.9622 -0.210 -0.216 -0.121 -0.156
C 0.7175 3.4562 -3.8459 0.311 -0.474 0.896 -0.070
H 4.9263 1.0812 -2.0855 -0.239 0.185 0.101 0.085
C 0.2952 2.0195 2.6129 0.375 0.240 0.310 -0.683
H 3.6043 2.2836 -2.2599 0.093 -0.363 0.008 0.085
N 3.2296 0.7954 -0.8351 -0.025 -0.533 -0.272 -0.181
H -1.0767 2.9809 -6.7328 0.305 0.032 0.300 0.098
H 2.7585 -1.0618 -1.5988 -0.057 0.237 0.514 0.114
H -5.1237 0.3788 -2.1288 0.139 0.295 0.249 0.077
C -2.7920 -0.5078 -1.0206 1.079 -1.620 -0.016 -0.914
Pd -1.2458 -0.5511 0.2095 1.709 0.489 0.701 0.267
O -0.9543 -1.0567 2.4934 -1.345 0.375 2.187 -0.121
O 2.2127 -0.8573 0.3933 0.991 0.280 -1.504 -0.048
H -1.1279 -2.1280 5.8622 -0.023 -0.038 0.057 0.082
H -0.1286 -2.0452 4.3868 0.007 0.083 0.040 0.089
H 3.4132 0.6226 -2.9174 0.277 0.448 0.464 0.056
C 1.2603 2.2516 5.2295 0.025 -0.281 -0.116 -0.144
H 1.9827 -4.0872 -1.8962 0.049 -0.297 -0.048 0.083
C 3.3044 1.7062 0.2865 -0.077 0.195 0.106 -0.083
H -2.9695 0.0499 5.9950 0.077 -0.004 0.100 0.079
H -2.5846 0.0820 3.0078 0.315 0.128 -0.028 0.106
H 0.2419 -0.9978 5.7814 0.072 -0.030 -0.002 0.074
H 3.5214 1.1565 1.1985 -0.011 -0.021 0.077 0.081
C -0.4804 2.7446 -5.8485 0.581 -0.432 0.719 -0.074
H -1.3860 -4.8578 0.3758 0.302 -0.196 -0.165 0.089
C 0.4904 1.0821 -4.3499 0.496 0.395 0.091 -0.168
C -0.5612 -5.4214 -0.0795 0.105 0.005 0.022 -0.048
Te -0.3908 1.8549 0.6521 -0.404 1.129 -0.854 0.798
H 2.3511 2.2348 0.4125 0.136 -0.083 0.065 -0.006
H -1.5588 -1.8720 -2.1954 0.109 0.208 0.042 0.040
C 1.0053 -0.3350 -4.2135 -0.108 0.339 1.615 -0.161
H 2.1469 -5.5709 -0.8988 -0.067 0.095 -0.191 0.086
H 0.3297 -1.1220 -4.6255 0.405 0.234 -0.183 0.127
C -2.1059 0.4980 5.4863 -0.312 -0.150 -0.092 -0.059
C -3.0511 0.6635 -1.7191 -0.077 1.782 -0.698 -0.305
C 3.8296 1.2188 -2.0897 0.123 -0.266 -0.232 -0.084
H -3.0867 -1.4497 -2.9099 -0.321 -0.144 -0.454 0.055
H 1.2702 1.8317 -2.4801 0.065 0.303 -0.366 0.089
C 0.1388 3.7477 -5.0725 -0.746 -0.818 -0.452 -0.088
H 1.0691 -5.5728 -2.3320 0.124 0.090 0.071 0.082
H 4.0958 2.4296 0.0897 0.088 -0.023 0.054 0.080
H -0.0505 -6.0043 0.7038 -0.167 0.063 -0.179 0.089
C -0.3018 1.4008 -5.4638 0.070 0.248 0.058 -0.049
H 0.9403 -2.4933 -0.8754 -0.091 -0.114 0.244 0.113
H -2.4699 1.3257 4.8665 0.146 -0.162 0.162 0.089
N 0.3564 -4.4686 -0.6850 0.116 -0.829 -0.283 -0.193
H -1.4257 0.9089 6.2369 0.046 -0.058 -0.159 0.081
C -1.6856 -0.4761 3.3185 1.525 -0.664 -1.816 -0.335
O -0.6060 -2.7570 0.4583 1.689 -1.330 -1.549 -0.086
H 1.5089 0.2396 2.4553 -0.155 0.297 0.380 0.078
H 1.0310 4.2290 -3.1211 -0.212 -0.325 -0.717 0.119
H 0.0537 4.0374 5.3661 0.160 -0.241 -0.206 0.089
H -4.7078 1.8919 -1.2549 -0.294 -0.032 0.177 0.068
H -4.3894 1.7501 -2.9599 0.051 0.196 -0.255 0.054
C 0.8933 2.1282 -3.4654 -0.241 -1.074 -0.525 -0.017
H 1.6198 2.3138 6.2519 -0.033 0.089 -0.036 0.080
C 1.6688 1.1801 4.4259 -0.220 0.107 -0.330 -0.121
H 0.1014 4.7577 -5.4103 -0.181 0.638 -0.124 0.087
H -2.9721 -2.6457 -1.6451 -0.519 -0.585 0.579 0.050
N -1.4250 -0.4587 4.6363 -0.271 -0.003 0.366 -0.182
C 0.2461 -3.1715 -0.3532 -1.439 1.117 1.251 -0.294
H -0.8011 3.8413 2.9872 0.295 -0.192 0.293 0.073
C 0.3830 3.2127 4.7237 -0.179 0.192 -0.026 -0.138
C -0.0986 3.1193 3.4169 0.313 -0.881 -0.034 -0.177
H -2.1833 1.2000 -2.0587 0.200 0.457 -0.262 0.060
Cl -3.7086 -0.6691 0.5982 -1.826 -0.593 -0.343 0.486
O 2.0233 -0.6439 -3.5967 -1.668 0.236 -1.498 -0.014
H -0.7786 0.5795 -6.0110 0.293 0.358 -0.030 0.110
C 1.2008 1.0615 3.1149 -0.161 0.385 0.259 -0.171
C 2.7026 -0.4488 -0.6708 -0.364 0.083 1.124 -0.326
H -0.9497 -6.1049 -0.8474 0.105 0.112 0.169 0.084
C -4.3805 1.1914 -2.0278 -0.789 -0.015 -0.294 -0.140
H 2.3440 0.4179 4.8129 -0.036 0.178 0.039 0.093
C 1.4587 -4.9661 -1.5065 -0.519 0.427 0.478 -0.049
C -0.5559 -1.4676 5.2042 0.024 0.332 0.086 -0.045
```
Forces are in eV/Å.

Results
Spin multiplicity: 3
Total charge: -1
Highest occupied orbital energy (spin up / spin down) in Ha: -0.045 / -0.085
Kohn-Sham gap (spin up / spin down) in eV: 3.33 / 4.42
Expectation value of S²: 2.013
E_tot in eV: -63547.00441